1.
Below is one molecule with the formula C6H5F3O2, with properties calculated with wB97M-V/def2-TZVPD.

The HOMO energy comes out at -9.15 eV. The calculation puts the frontier orbital gap at 7.96 eV. The total energy comes out at -681.508065 a.u.

Geometry as ORCA input:
```
! RIJCOSX wB97M-V def2-TZVPD def2/J DEFGRID3
* xyz 0 1
F -4.53731 -1.38384 0.56673
H 1.53933 0.57194 -0.01110
O -1.53519 0.44914 0.65004
C -2.38148 -0.45204 0.15170
F -5.53450 0.84037 -1.24205
C -0.37912 0.19531 0.12038
H 0.50725 -1.20995 -1.24725
H 0.65113 1.99417 0.67284
C -3.96538 -0.15081 0.32963
O -4.13668 0.44122 -0.80260
H -2.08895 -1.98622 -1.31635
C -1.73714 -1.22606 -0.80896
C 0.90752 0.92090 0.64052
C -0.37332 -0.87435 -0.70387
F -4.08449 0.55210 1.47411
H 0.99639 0.52268 1.63986
*
```

2.
Below is a 16-piece molecular cluster, C15H57NO17PS overall, with properties calculated with wB97M-V/def2-TZVPD.

The HOMO energy comes out at -12.60 eV. The calculation puts the frontier orbital gap at 7.37 eV. The total energy comes out at -2678.717169 a.u.

Geometry as ORCA input:
```
! RIJCOSX wB97M-V def2-TZVPD def2/J DEFGRID3
* xyz 1 1
C 1.55307 2.11217 -1.51422
H 1.18883 0.58300 3.92779
C 5.31228 -1.73660 1.38025
H -2.60451 -1.37052 5.53960
H 4.86805 0.47470 -4.75964
C 0.50653 3.03262 0.80358
H 4.96867 -2.40051 3.48581
O -4.81986 -2.88548 -5.65013
P -3.42071 -1.46669 0.50922
H -5.50272 -3.54903 -5.49272
O 2.64022 4.34931 3.27117
H 6.55807 1.96113 -3.47391
C -1.99249 -0.89673 1.62129
H -4.08941 -0.41943 -4.01933
C -0.21554 2.66170 2.20855
H 7.21161 2.76877 -2.35939
H -5.38523 1.62492 -2.28634
H -6.17502 0.52346 -2.98198
O -4.94640 1.17855 -6.31774
C -1.21352 -1.92287 2.51192
H 0.60462 -2.05918 4.05160
H -3.36753 2.13225 -3.46990
H -7.04705 -1.45680 -0.36285
O -5.48970 1.18799 -3.14138
H -4.93889 1.47477 -5.39794
H -1.22375 3.21376 2.33639
O -1.35276 -2.89284 -3.51392
O -2.53157 2.29925 -3.92553
H 4.89514 0.67012 -1.68143
C 4.31602 -2.19993 2.54881
H -3.12957 -5.44652 2.96994
H -0.31315 1.38637 -0.45902
H 3.68780 0.29325 0.79163
H -2.71678 -0.06007 -1.06948
H 0.44252 2.93090 3.12061
H -4.71467 -2.44800 -4.79432
O -6.72926 -4.78188 2.74756
C 4.63512 -1.59529 -0.06783
H 2.66356 4.63929 4.18922
H 2.54832 -0.78745 -0.16495
H -7.83947 -2.02242 -1.53391
H 1.27592 0.91501 0.34641
C 3.76017 0.55162 -1.47632
C -0.02416 -1.36754 3.39920
H 6.06554 -0.25046 -5.35643
O -7.75759 -1.23621 -0.97927
H 5.43737 -1.47379 -0.87123
H -2.16693 -2.37026 -3.48645
H -2.15817 1.12372 0.98707
H -2.15673 1.41855 -4.05750
H -7.31720 -4.74196 1.98278
S -5.05871 -1.82394 1.48533
C 3.62272 -0.34854 -0.15284
H 3.34462 -0.03227 -2.37025
H 6.14598 -2.51911 1.29289
H 5.71013 -0.69528 1.66953
H 3.55325 -1.40642 2.87424
H -6.16894 -4.00124 2.65387
H 4.00606 -2.54773 -0.27314
O -2.95649 -0.64640 5.00634
H -1.46967 -3.04644 2.52565
O -3.62601 -0.24951 -0.70956
H -1.99126 -2.62814 -0.71382
H -2.53860 -0.76510 4.14401
H -0.17986 3.79973 0.27053
H 2.29511 5.11293 2.79626
C 0.73945 1.78164 -0.17115
H -5.29452 1.93590 -6.80406
H 1.80224 7.59229 3.32553
H -3.73117 -0.88466 -2.61424
H 1.46982 3.62568 1.04398
O -3.73962 -1.17923 -3.53220
O -3.15308 -4.50987 3.20669
H 3.58941 2.63006 -2.24542
H 1.21808 3.09374 -2.03102
H 2.17194 7.11764 4.72358
O 2.14872 6.82712 3.80270
H -1.65903 -3.79544 -3.66733
H -3.34350 -4.06220 2.37149
N -1.61030 0.49844 1.61180
H 7.10990 -2.06080 5.36040
O 6.44341 2.21529 -2.54680
H 3.54133 2.60830 -0.41520
C -0.54467 1.09719 2.36797
H 3.74330 -3.17277 2.33220
O -2.88180 -2.86842 -0.33347
O 5.70288 0.63365 -5.21837
C 0.30720 0.16273 3.31415
H 1.28071 1.27883 -2.27332
C 3.15830 2.03582 -1.34752
O 7.01328 -1.24498 4.85331
H 7.69720 -1.30945 4.17493
*
```

3.
Below is an isolated ion of composition C6H15N3 and charge +2, with properties calculated with wB97M-V/def2-TZVPD.

The HOMO energy (spin up / spin down) comes out at -15.28 / -20.60 eV. The calculation puts the frontier orbital gap (spin up / spin down) at 7.21 / 7.07 eV. The total energy comes out at -401.062943 a.u.

Geometry as ORCA input:
```
! RIJCOSX wB97M-V def2-TZVPD def2/J DEFGRID3
* xyz 2 3
N -0.32847 0.15046 0.59365
C -1.12124 0.86221 1.28969
H -0.97962 0.97634 2.35931
H -1.77620 0.46257 -2.51370
H -0.05834 -1.56572 -2.19223
H 1.83710 -2.19180 1.18461
C 0.80447 -0.52442 1.24729
H -1.96822 1.37503 0.84964
H 2.47979 -0.14296 2.46675
N 1.08401 -1.65520 0.76560
H -1.72959 1.73767 -1.33614
C 1.44188 0.17889 2.37094
C -0.43826 0.03944 -0.90561
H -2.61006 0.23382 -0.98685
H 0.96256 -0.08657 3.31850
C -1.71644 0.65570 -1.44344
H 0.29227 -1.86345 -0.49519
N -0.40935 -1.41449 -1.23863
C 0.80464 0.70813 -1.48606
H 1.41939 1.26176 2.26782
H 1.72116 0.19742 -1.20105
H -1.33237 -1.86144 -1.17395
H 0.74412 0.72058 -2.57255
H 0.87677 1.74605 -1.16838
*
```